Formula: C4H6O2
Source: the Open Molecules 2025 dataset
Level of theory: the ωB97M-V functional and the def2-TZVPD basis

**Highest occupied orbital energy**: -9.935 eV
**Energy above the lowest of the compared OMol25 structures with the same formula, charge and spin**: 562.0 kJ/mol
**Total energy**: -8334.637 eV

```
! wB97M-V def2-TZVPD RIJCOSX def2/J DEFGRID3
* xyz 0 1
C 2.5810 0.7830 -0.0181
C 2.9747 -0.3541 -0.0874
C -1.0044 0.2175 -0.0942
C -2.4189 -0.2181 0.0574
H 2.2323 1.8371 0.3270
H 3.6307 -1.2476 0.2181
H 0.9063 -0.4732 -0.5527
H -3.2019 0.4849 -0.6599
H -2.4610 -1.5667 -0.2387
H -2.3392 -0.1344 1.4946
O -0.8022 1.4629 -0.2074
O -0.0974 -0.7913 -0.2388
*
```